(1)
70
Properties=species:S:1:pos:R:3:forces:R:3 method="wB97M-V/def2-TZVPD" fmax_ev_per_a=4.9 orbital_gap_ev="7.697 / 4.810" lumo_ha="-0.503 / -0.600" e_tot_ha=-2457.50775 total_charge=+4 spin_multiplicity=4 s_squared=3.7863 homo_energy_ev="-21.377 / -21.126"
Tc 0.000 0.000 0.000 0.9 4.2 2.3
P 1.330 0.287 -2.319 1.3 0.4 -4.0
P 1.355 -0.640 2.231 2.5 -1.2 3.3
P -2.688 -0.090 -0.002 -4.0 -0.4 0.0
P -0.643 3.311 -0.423 -0.3 2.8 -1.6
O 2.528 2.104 0.450 -2.1 -1.5 -0.4
O -0.568 1.704 -0.866 -0.6 3.6 0.4
O -1.209 1.756 2.544 1.0 -1.9 -1.9
C -1.365 -3.406 -0.388 -3.5 0.2 1.8
C -3.550 -0.783 1.545 1.2 -0.3 -0.4
C 0.300 -3.132 -1.925 4.0 1.1 -2.6
C 3.203 -1.048 2.055 -0.7 -0.1 -0.9
C -3.838 -0.726 -1.374 1.1 -0.4 0.1
C -3.652 1.553 0.109 1.4 0.1 -0.3
C 1.673 1.369 0.281 2.2 0.3 0.2
C 1.248 -3.225 -0.959 1.8 -0.3 -2.3
C 0.322 0.241 -3.930 -0.3 -0.5 1.0
C 0.503 4.491 -1.332 0.4 -0.6 -0.1
C -0.791 1.135 1.684 -1.1 0.1 1.9
C -1.000 -3.029 -1.639 -2.6 -0.9 -1.3
C -0.262 3.960 1.299 -0.5 -0.2 0.1
C -2.208 4.173 -0.994 -0.1 -0.4 0.5
C 2.930 -0.580 -2.862 -0.8 -0.5 0.9
C 0.817 -3.590 0.252 2.4 0.2 2.9
C -0.486 -3.501 0.613 -1.8 -1.2 1.5
C 2.055 2.001 -2.745 -0.5 0.0 1.4
C 1.703 0.735 3.508 -1.0 0.6 -1.0
C 0.843 -1.849 3.605 -0.5 -0.2 -1.1
H 0.800 0.989 4.061 0.0 0.0 0.0
H 0.317 5.525 -0.975 -0.3 -0.7 0.2
H 2.762 -1.627 -3.110 0.0 -0.1 0.1
H 3.635 -1.307 3.022 -0.4 0.1 0.2
H 2.938 2.211 -2.142 0.0 0.0 0.0
H 3.383 -1.876 1.373 0.0 -0.1 -0.1
H 1.567 4.281 -1.095 -0.6 0.1 -0.5
H 3.349 -0.109 -3.751 -0.3 0.3 0.1
H -3.230 -1.795 1.781 0.0 -0.1 0.0
H -4.702 1.377 0.340 0.2 -0.5 0.1
H -3.068 4.018 -0.329 0.3 -0.2 -0.4
H -2.397 -3.637 -0.187 -0.4 0.3 0.1
H 3.671 -0.522 -2.065 0.0 0.0 0.0
H 2.362 2.048 -3.789 -0.2 -0.5 0.0
H -2.051 5.269 -0.933 0.5 -0.6 -0.1
H -1.715 -2.951 -2.442 -0.3 0.4 0.0
H -0.243 -0.682 -4.042 0.0 -0.1 0.0
H 1.491 -1.748 4.476 0.2 0.4 -0.2
H -0.181 -1.642 3.918 0.0 0.0 0.0
H 0.976 0.344 -4.796 0.3 0.0 0.2
H 2.446 0.413 4.238 0.0 -0.4 -0.3
H -3.617 2.088 -0.839 0.1 -0.3 0.0
H -3.252 2.205 0.884 0.0 0.0 0.1
H 2.296 -3.306 -1.197 0.1 0.0 -0.2
H -3.326 -0.159 2.410 0.0 0.1 0.0
H 0.679 3.543 1.708 -0.7 0.2 0.0
H 3.742 -0.183 1.669 -0.1 0.1 0.0
H -3.547 -0.292 -2.331 0.1 0.0 0.0
H -2.430 3.912 -2.050 0.1 0.0 0.7
H 1.537 -3.966 0.959 0.2 -0.2 0.3
H 0.599 -3.142 -2.959 0.2 0.2 -0.3
H 2.082 1.639 3.035 0.1 0.1 0.0
H 0.909 -2.887 3.284 -0.1 0.0 -0.1
H -4.632 -0.793 1.411 0.1 0.1 -0.3
H 0.270 4.530 -2.417 0.4 -0.3 0.6
H -0.137 5.060 1.241 0.1 -0.6 -0.7
H -0.391 1.066 -3.951 0.0 0.0 0.2
H -3.814 -1.811 -1.458 0.1 -0.1 0.0
H -0.827 -3.795 1.593 0.0 0.0 0.2
H 1.331 2.798 -2.582 0.1 -0.3 -0.1
H -1.129 3.874 1.973 0.5 -0.3 -0.2
H -4.873 -0.449 -1.176 0.2 0.2 0.3

=====

(2)
100
Properties=species:S:1:pos:R:3:forces:R:3 method="wB97M-V/def2-TZVPD" fmax_ev_per_a=0.8 orbital_gap_ev=7.042 lumo_ha=-0.097 e_above_lowest_ev=0.749 e_tot_ha=-4415.88947 total_charge=+1 spin_multiplicity=1 homo_energy_ev=-9.690
Sc 1.341 0.738 0.634 -0.3 0.4 -0.5
S 4.148 0.134 2.485 0.1 0.0 0.0
S -0.196 -1.148 2.326 -0.2 -0.1 0.3
P 0.148 -1.194 -1.615 0.0 0.0 0.0
O 0.789 4.186 0.192 -0.1 0.0 -0.1
O -0.847 0.254 1.391 0.1 0.0 -0.1
O 5.164 0.882 3.157 -0.1 0.1 0.0
O 1.078 -1.070 1.505 0.2 -0.3 0.0
O 4.450 -0.398 1.158 0.0 0.0 0.0
O 0.518 2.153 -0.743 0.0 -0.1 0.1
O 0.012 -0.589 3.639 -0.1 -0.1 0.0
O 3.587 1.422 -0.648 -0.1 0.0 0.1
N 2.789 0.353 -1.121 0.0 0.0 0.1
N 0.242 5.563 -1.827 0.1 0.0 0.3
N 2.850 1.061 2.152 0.4 -0.4 -0.2
N 2.425 -4.252 6.039 0.0 0.0 0.0
N 2.336 1.901 4.334 0.2 -0.1 -0.1
N 0.960 2.146 2.410 0.3 -0.2 0.0
C 3.638 -1.190 3.513 0.1 0.2 -0.1
C -1.807 -4.067 0.524 0.0 0.0 0.0
C 2.850 -3.427 3.814 0.0 -0.1 0.0
C -1.515 -2.923 -0.203 0.1 0.0 0.0
C 0.686 -3.778 -0.660 -0.1 0.0 0.0
C -2.060 5.010 -1.736 0.0 0.0 0.0
C 3.265 -2.415 2.976 0.0 0.0 -0.1
C -2.532 0.831 -0.176 0.2 0.0 0.0
C -3.244 -0.117 -4.561 0.0 0.0 0.0
C -3.155 -0.242 1.882 0.1 0.0 0.0
C 3.198 -1.994 5.725 0.0 0.0 0.0
C -1.215 0.397 -3.383 0.0 0.0 0.1
C 0.244 3.060 4.456 0.0 0.0 0.0
C 3.074 -2.623 -4.929 0.0 0.0 0.0
C 1.368 -1.743 -2.882 0.1 0.0 0.0
C 2.803 -3.231 5.201 0.0 0.1 0.0
C 0.518 3.415 -0.731 0.1 0.4 -0.1
C -2.278 -1.732 -3.059 0.0 0.1 -0.1
C -2.175 0.278 1.044 -0.2 0.0 0.1
C 0.052 2.802 3.115 -0.1 0.0 0.0
C -2.204 0.761 -4.282 0.0 0.0 0.0
C 2.083 1.719 3.043 -0.6 0.4 0.3
C 3.616 -0.982 4.888 0.0 0.0 0.0
C 0.989 -2.761 -3.753 0.0 0.0 0.0
C -6.296 0.292 -0.198 0.0 0.0 0.0
C 1.417 2.567 5.016 0.0 0.0 0.0
C 3.461 -1.600 -4.086 0.0 0.1 0.0
C -0.270 -2.775 -0.818 -0.1 0.0 0.1
C -3.859 0.832 -0.573 0.0 0.0 0.0
C -4.477 -0.243 1.464 0.0 0.0 0.0
C 2.630 -1.155 -3.051 -0.2 -0.2 -0.1
C 0.395 -4.912 0.083 0.0 0.0 0.0
C -4.854 0.287 0.232 0.0 0.0 0.0
C 0.125 4.082 -2.080 -0.1 -0.2 0.1
C -1.119 6.186 -1.959 -0.1 0.0 0.0
C -0.853 -5.063 0.670 0.0 0.0 0.0
C -3.276 -1.361 -3.952 0.0 0.0 0.0
C -1.342 3.864 -2.450 0.0 0.0 0.0
C -1.244 -0.851 -2.759 0.0 0.0 0.0
C 1.829 -3.208 -4.760 0.0 0.0 0.0
C 3.201 -0.082 -2.240 0.1 0.0 0.0
H 3.738 -2.957 -5.715 0.0 0.0 0.0
H -1.748 1.223 -0.809 0.0 0.0 0.0
H -5.234 -0.663 2.116 0.0 0.0 0.0
H 1.934 -5.035 5.645 0.0 0.0 0.0
H -6.812 -0.606 0.141 0.0 0.0 0.0
H 3.928 -0.026 5.284 0.0 0.0 0.0
H -6.825 1.151 0.220 0.0 0.0 0.0
H -2.261 -2.142 -0.289 0.0 0.0 0.0
H -1.081 -5.954 1.240 0.0 0.0 0.0
H 4.431 -1.136 -4.218 0.0 0.0 0.0
H -0.842 3.111 2.586 0.0 0.0 0.0
H -2.886 -0.643 2.852 0.0 0.0 0.0
H -4.020 0.166 -5.261 0.0 0.0 0.0
H 0.012 -3.214 -3.637 0.0 0.0 0.0
H -0.403 1.081 -3.151 0.0 0.0 0.0
H -1.213 6.584 -2.968 0.0 0.0 0.0
H -1.220 6.996 -1.242 0.0 0.0 0.0
H 3.184 -1.838 6.797 0.0 0.0 0.0
H 2.176 -4.019 6.984 0.0 0.0 0.0
H 2.569 -4.389 3.401 0.0 0.0 0.0
H 1.507 -4.007 -5.415 0.0 0.0 0.0
H 3.306 -2.567 1.907 0.0 0.0 0.0
H -2.153 4.796 -0.669 0.0 0.0 0.0
H -2.781 -4.173 0.986 0.0 0.0 0.0
H -2.307 -2.713 -2.606 0.0 0.0 0.0
H -4.122 1.240 -1.544 0.0 0.0 0.0
H -0.483 3.596 5.046 0.0 0.0 0.0
H 1.663 -3.674 -1.115 0.0 0.0 0.0
H 0.820 3.770 -2.856 0.0 0.0 0.0
H -1.473 3.940 -3.530 0.0 0.0 0.0
H 4.109 0.375 -2.631 0.0 0.0 0.0
H 1.625 2.709 6.071 0.0 0.0 0.0
H 1.146 -5.684 0.198 0.0 0.0 0.0
H -1.687 2.880 -2.139 0.0 0.0 0.0
H -6.381 0.346 -1.284 0.0 0.0 0.0
H 0.563 5.544 -0.815 0.0 0.0 -0.2
H -4.077 -2.054 -4.175 0.0 0.0 0.0
H -3.053 5.205 -2.131 0.0 0.0 0.0
H 0.942 6.020 -2.403 0.0 0.0 0.0
H 4.110 0.974 0.069 0.0 0.0 -0.1
H -2.166 1.726 -4.772 0.0 0.0 0.0